(1)
C51H98Cl10NO16S5 | the ωB97M-V functional and the def2-TZVPD basis

Geometry (Å):
1 C 0.566 -5.528 4.486
2 C 3.927 1.380 3.877
3 H -2.779 -5.582 -6.001
4 O 4.848 -2.309 3.399
5 H 0.301 1.145 -6.337
6 H -1.484 2.967 -1.662
7 H 3.910 4.367 4.004
8 H -1.123 5.353 -0.760
9 S 6.183 -1.779 3.439
10 H 5.203 3.524 -1.407
11 C 3.583 1.451 -3.224
12 H 0.490 -5.863 6.616
13 H 7.950 -2.413 4.738
14 H 8.464 -2.687 0.870
15 O -5.393 4.353 0.991
16 S -1.561 -4.866 -4.071
17 C 4.926 -1.575 -4.768
18 Cl -1.085 -4.896 4.095
19 H -3.273 4.223 2.832
20 H -4.033 4.053 7.135
21 H -2.490 -0.758 0.368
22 H 0.803 -2.247 -2.680
23 H -1.912 4.307 -2.718
24 H 3.683 3.941 -0.629
25 C -2.304 -1.559 4.279
26 C -5.499 0.708 1.418
27 C 3.601 3.855 -2.865
28 H 0.419 -0.304 -7.382
29 O -5.380 5.161 5.049
30 C -5.245 6.681 1.274
31 O 2.585 1.386 -0.751
32 H 0.793 -4.660 -3.623
33 H 2.898 4.424 5.487
34 H -7.419 -0.132 1.763
35 H -3.329 1.525 3.808
36 C -3.862 -1.679 -1.834
37 H 5.224 -1.381 -6.989
38 C -3.114 2.489 4.272
39 Cl 2.698 -5.202 6.107
40 H 2.313 -3.272 1.032
41 H -2.742 -0.628 3.942
42 O -3.397 -0.762 -1.333
43 H -2.835 1.841 6.320
44 H 6.860 -3.711 4.687
45 H -1.144 0.024 -1.263
46 C -1.860 1.053 1.118
47 C 0.359 -1.401 -2.191
48 C -2.095 -4.775 -5.777
49 H 2.515 1.244 -3.360
50 H -0.917 -4.152 -7.490
51 C 4.113 3.443 -1.486
52 C -2.869 -1.986 5.548
53 O -3.856 -2.863 -1.247
54 H 2.513 3.966 -2.789
55 C -0.380 4.845 -1.374
56 O -3.019 5.953 4.764
57 H 2.675 -0.190 -6.725
58 Cl 0.804 4.134 -0.252
59 H -7.436 1.474 1.053
60 H 2.171 -1.106 -0.600
61 H 1.649 3.870 3.165
62 C -0.830 -4.839 -6.649
63 C 2.656 1.902 3.167
64 H -4.783 3.450 3.319
65 S 4.111 2.410 5.313
66 Cl 0.014 3.166 -3.497
67 H -6.784 5.669 0.099
68 H 1.284 -1.117 0.905
69 H 0.087 5.598 -1.998
70 H 0.115 1.921 1.345
71 O 6.491 -0.564 4.112
72 S 3.813 1.664 -1.448
73 H -2.029 2.624 4.138
74 C -6.233 5.545 1.033
75 H 1.297 -4.810 -6.197
76 H -2.160 1.206 -7.006
77 C -0.605 -2.789 -0.518
78 C 0.181 -3.569 0.500
79 C -1.538 -0.359 0.719
80 H 0.423 -3.315 -5.815
81 Cl -7.085 1.543 3.348
82 H 3.944 4.841 -3.182
83 H 5.504 -0.943 -4.103
84 H -4.929 1.582 1.706
85 H 2.833 2.084 2.101
86 Cl -0.521 -1.400 4.155
87 H -3.752 -1.916 -3.899
88 H -3.955 -1.830 5.426
89 H -2.884 -3.063 5.716
90 C 3.158 -1.088 -6.360
91 H -3.100 6.493 0.691
92 C -0.840 1.866 1.877
93 H 5.470 -2.511 -4.848
94 C -4.768 -3.759 -1.910
95 C -4.557 -1.761 -3.183
96 Cl -0.766 -0.728 -5.408
97 H -0.604 1.459 2.866
98 S -3.974 4.886 4.933
99 H 6.660 -0.740 1.321
100 C 3.241 3.813 4.665
101 H 4.766 1.511 3.193
102 C 0.370 -4.403 -5.792
103 C 8.194 -3.425 2.877
104 C -6.934 0.834 1.775
105 H -2.571 -2.276 3.497
106 H 0.317 -6.121 -4.556
107 H 2.064 -3.644 -0.611
108 H -2.166 1.580 0.203
109 Cl -2.283 -1.126 6.908
110 O 5.477 2.742 5.574
111 H 2.938 -1.946 -6.994
112 H -1.051 1.430 -8.359
113 H -0.632 -1.218 -2.608
114 C 3.568 -1.713 -4.147
115 O -2.063 -6.028 -3.428
116 Cl -2.130 -0.674 -8.409
117 Cl -4.771 -0.741 2.207
118 C 1.599 -3.099 0.224
119 H 5.002 0.132 -6.136
120 C 1.422 -1.648 -0.039
121 H -4.977 6.681 2.324
122 C 7.348 -2.997 4.029
123 H 5.040 2.766 -4.104
124 H 3.933 0.335 4.161
125 C -1.088 3.815 -2.201
126 C 8.197 -2.288 1.838
127 H 4.113 0.547 -3.497
128 H -2.543 -3.791 -5.889
129 C -1.385 0.731 -7.598
130 C -0.546 -0.326 -0.410
131 H -5.600 -3.454 -3.913
132 C 2.141 3.164 3.842
133 H -5.395 0.544 0.347
134 C -3.515 2.453 5.739
135 C 4.673 -0.908 -6.178
136 H -4.230 6.507 -0.654
137 H -6.467 -2.554 -2.644
138 H -4.176 -4.549 -2.367
139 H -0.634 -5.825 -7.072
140 C 0.174 -5.046 -4.425
141 N 0.130 -1.538 -0.804
142 H -1.311 -0.926 1.633
143 O 2.623 -1.461 -5.036
144 C -4.192 4.680 0.474
145 H 9.223 -3.663 3.147
146 H 1.836 1.177 3.141
147 H -5.034 -0.793 -3.298
148 H -4.532 2.067 5.782
149 C 3.974 2.779 -3.861
150 H 0.904 -0.467 -2.289
151 H 1.313 2.945 4.535
152 H 0.568 -6.593 4.313
153 O -3.370 3.854 0.224
154 H -0.722 -3.349 -1.443
155 H 6.158 -2.384 1.244
156 H -5.447 -4.182 -1.179
157 H -2.757 1.078 1.741
158 C 0.924 -5.169 5.896
159 O -1.764 -3.565 -3.440
160 O 5.015 0.985 -1.040
161 C -5.503 -2.928 -2.966
162 C 6.832 -1.704 1.790
163 C -4.096 6.188 0.383
164 H -1.639 -2.601 -0.238
165 H 7.813 -4.346 2.414
166 O 3.324 1.824 6.348
167 H -2.402 4.098 6.480
168 H -1.230 2.881 1.964
169 H 0.535 -4.192 6.174
170 H 8.927 -1.526 2.114
171 H -6.932 5.436 1.858
172 H -5.727 7.586 0.920
173 H 0.209 0.455 -0.317
174 H 1.220 -4.997 3.805
175 C -3.762 3.681 3.635
176 H -0.124 -3.359 1.521
177 O 3.283 -1.932 -3.050
178 H 3.430 2.957 -4.790
179 C -3.435 3.838 6.253
180 H 0.018 -4.613 0.242
181 C -0.234 0.308 -6.767

net charge: +1

---

(2)
C52H111N16O9P3 | the ωB97M-V functional and the def2-TZVPD basis

Geometry (Å):
1 C -14.612 -30.943 -15.035
2 H -11.554 -32.936 -7.382
3 C -20.156 -25.762 -18.389
4 C -12.653 -28.579 -9.451
5 H -13.855 -26.836 -11.419
6 H -17.031 -33.595 -10.655
7 C -15.867 -29.330 -11.172
8 H -14.571 -36.045 -6.317
9 H -13.102 -23.064 -19.484
10 N -12.141 -21.125 -15.195
11 C -10.220 -27.793 -9.629
12 H -19.306 -27.793 -18.802
13 C -19.102 -26.882 -18.241
14 H -15.855 -21.783 -16.375
15 H -9.204 -22.434 -10.118
16 C -12.954 -23.493 -18.493
17 C -14.857 -26.965 -18.572
18 H -9.800 -21.710 -12.515
19 C -13.445 -27.377 -8.899
20 H -14.514 -21.211 -18.212
21 H -14.742 -20.684 -15.486
22 H -16.285 -28.629 -15.504
23 H -18.707 -24.003 -11.258
24 H -11.707 -32.616 -15.221
25 C -13.425 -27.539 -18.418
26 H -18.011 -22.500 -11.175
27 H -10.888 -30.504 -15.889
28 C -22.004 -31.337 -14.078
29 C -15.216 -28.586 -15.713
30 H -15.148 -26.575 -19.548
31 H -11.521 -29.969 -14.330
32 C -15.207 -21.669 -15.506
33 H -15.805 -33.081 -12.003
34 H -12.761 -31.622 -9.995
35 C -21.780 -29.821 -14.050
36 C -9.527 -29.971 -18.213
37 C -10.853 -30.682 -14.814
38 O -8.081 -31.786 -13.179
39 H -19.713 -27.392 -16.279
40 H -14.463 -24.767 -14.448
41 H -16.229 -28.759 -10.318
42 H -14.433 -23.292 -12.197
43 H -16.279 -26.747 -13.374
44 N -14.530 -29.438 -14.744
45 N -13.442 -27.244 -13.456
46 C -14.311 -35.418 -10.610
47 H -11.296 -27.609 -13.858
48 H -8.094 -21.229 -10.939
49 H -12.300 -27.612 -15.249
50 H -9.297 -24.604 -11.704
51 H -11.362 -32.660 -9.740
52 H -16.989 -27.128 -11.833
53 H -19.650 -29.978 -14.616
54 H -14.803 -36.272 -10.145
55 H -13.273 -35.349 -10.285
56 H -18.154 -26.478 -16.299
57 H -16.511 -34.685 -11.791
58 C -14.656 -35.832 -7.383
59 C -14.539 -29.602 -19.279
60 H -16.836 -23.411 -12.879
61 H -9.406 -27.072 -17.152
62 H -18.149 -28.156 -16.773
63 N -15.656 -28.603 -12.413
64 H -18.033 -36.300 -18.180
65 C -19.764 -29.974 -12.703
66 H -15.948 -24.045 -15.028
67 H -8.335 -22.565 -12.894
68 H -17.164 -36.489 -15.786
69 H -7.681 -22.902 -10.902
70 C -12.212 -27.173 -14.255
71 H -19.827 -24.857 -17.877
72 N -15.054 -34.199 -10.329
73 H -15.175 -29.068 -16.690
74 H -14.195 -31.491 -14.190
75 H -12.806 -33.155 -10.744
76 H -22.304 -29.427 -14.920
77 C -15.213 -23.239 -11.436
78 H -14.835 -24.578 -16.231
79 H -16.619 -30.060 -11.473
80 O -10.074 -32.620 -13.877
81 H -13.496 -28.315 -20.429
82 H -22.335 -29.438 -13.194
83 H -21.082 -26.002 -17.866
84 C -18.755 -27.250 -16.780
85 H -13.094 -29.517 -9.114
86 C -12.447 -32.655 -9.845
87 N -14.308 -22.830 -15.306
88 H -14.934 -26.167 -17.835
89 H -13.839 -27.554 -7.898
90 H -10.722 -29.651 -9.437
91 C -7.843 -28.668 -17.269
92 H -12.999 -20.614 -18.776
93 C -13.397 -28.700 -19.414
94 C -15.111 -21.837 -11.098
95 H -18.968 -35.367 -17.112
96 O -11.751 -23.766 -15.445
97 H -16.402 -24.923 -12.117
98 H -12.907 -26.430 -8.851
99 P -14.110 -28.836 -13.204
100 H -12.141 -31.950 -13.677
101 H -9.404 -28.268 -15.803
102 C -14.882 -24.139 -15.235
103 C -9.164 -31.643 -13.756
104 C -8.535 -22.225 -10.953
105 H -11.893 -26.132 -14.291
106 H -17.133 -34.065 -7.295
107 N -19.292 -30.329 -11.673
108 H -14.359 -35.635 -11.677
109 H -12.663 -26.785 -18.614
110 H -10.084 -21.127 -15.515
111 H -13.832 -24.092 -18.250
112 H -18.154 -26.686 -18.742
113 C -10.982 -20.580 -15.800
114 H -13.558 -25.405 -12.365
115 H -12.186 -26.447 -11.945
116 O -15.581 -32.022 -8.696
117 C -16.242 -34.040 -6.666
118 N -12.856 -22.382 -17.527
119 N -15.152 -20.695 -10.896
120 H -17.559 -23.854 -10.004
121 H -7.098 -28.022 -17.734
122 C -11.167 -23.719 -11.412
123 H -11.038 -28.673 -7.974
124 C -16.560 -23.862 -11.925
125 H -20.132 -28.405 -13.946
126 H -12.332 -21.746 -13.188
127 H -14.832 -27.566 -15.678
128 O -9.569 -30.495 -14.329
129 H -15.586 -27.721 -18.280
130 O -8.186 -29.725 -18.143
131 C -17.905 -33.618 -15.184
132 H -14.135 -31.105 -16.001
133 C -20.330 -29.476 -13.928
134 H -15.949 -35.799 -16.894
135 C -16.150 -33.803 -11.263
136 C -12.621 -32.726 -7.454
137 C -20.429 -25.560 -19.899
138 H -21.738 -31.718 -13.092
139 H -11.568 -20.130 -13.397
140 H -12.984 -31.712 -7.289
141 N -9.457 -27.065 -10.159
142 H -13.371 -27.829 -17.369
143 H -12.537 -29.346 -19.237
144 H -13.152 -33.273 -6.675
145 N -20.653 -25.444 -21.035
146 C -9.189 -28.099 -16.858
147 H -21.311 -31.720 -14.828
148 C -13.239 -26.437 -12.225
149 O -10.124 -28.969 -17.528
150 H -16.337 -34.741 -5.837
151 C -16.706 -34.371 -15.527
152 H -11.085 -20.608 -16.884
153 P -14.836 -33.320 -8.792
154 H -15.010 -23.818 -10.536
155 P -12.703 -22.674 -15.836
156 C -16.913 -35.633 -16.413
157 C -9.197 -22.570 -12.226
158 H -12.687 -28.602 -10.541
159 C -13.461 -21.137 -17.939
160 H -13.250 -20.327 -17.241
161 H -17.594 -28.005 -13.175
162 N -15.109 -34.436 -7.490
163 H -12.098 -24.148 -18.332
164 H -13.335 -20.486 -13.484
165 N -18.894 -33.043 -14.909
166 H -13.717 -36.018 -7.904
167 C -12.334 -20.817 -13.758
168 H -15.466 -36.470 -7.736
169 H -16.123 -34.609 -14.638
170 H -17.767 -34.607 -18.170
171 H -15.783 -21.693 -14.582
172 H -14.296 -27.205 -9.558
173 C -11.179 -28.740 -9.053
174 H -15.051 -29.985 -10.866
175 C -9.960 -23.897 -12.201
176 H -23.024 -31.622 -14.334
177 C -11.314 -32.044 -14.380
178 H -10.828 -19.543 -15.503
179 H -7.422 -29.194 -16.412
180 C -16.677 -27.570 -12.780
181 O -10.144 -30.918 -18.685
182 N -13.165 -33.205 -8.739
183 C -17.742 -23.547 -11.034
184 C -17.954 -35.449 -17.504
185 O -13.167 -29.731 -12.558
186 N -12.160 -23.584 -10.793
187 H -10.165 -24.099 -13.252
188 H -15.637 -31.310 -15.086
189 N -15.450 -30.316 -19.184
190 H -16.112 -33.662 -16.104
191 H -16.091 -33.005 -6.360

SMILES: CN(C)P(=O)(N(C)C)N(C)C.CN(C)P(=O)(N(C)C)N(C)C.CN(C)P(=O)(N(C)C)N(C)C.O=C1OCCO1.O=C1OCCO1.CCCC#N.CCCC#N.CCCC#N.CCCC#N.CCCC#N.CCCC#N.CCCC#N

---

Number 1: orbital gap 0.3465 Ha, energy -268121.954 eV, M 1496.20 g mol⁻¹. Number 2: orbital gap 0.3099 Ha, energy -125859.157 eV, M 1197.49 g mol⁻¹.